Record 1
Computed, not measured: a single C6H7NS molecule, with ωB97M-V/def2-TZVPD.

```
15
Properties=species:S:1:pos:R:3:forces:R:3:lowdin_charge:R:1
S 1.608 -1.415 -0.275 -0.44 -0.85 -0.23 0.882
N -3.306 -0.470 -0.401 0.23 0.62 0.28 0.161
C 1.362 0.015 0.850 0.11 -0.40 0.81 -0.406
C 0.132 -2.073 -0.286 -0.14 0.86 0.21 -0.287
C -0.077 0.631 0.516 3.33 0.93 0.82 -0.547
C -1.218 -0.123 0.937 1.18 -1.23 0.89 0.004
C 0.080 1.228 -0.872 -0.57 -1.30 0.11 -0.092
C -2.360 -0.129 0.196 -1.44 -0.91 -1.18 -0.326
H 0.041 0.393 -1.575 0.64 -0.12 -0.08 0.059
H -0.911 1.611 -1.098 0.46 1.65 -0.30 0.081
H -0.013 -3.004 -0.848 0.36 0.18 0.07 -0.011
H 1.393 -0.573 1.855 0.13 1.75 -1.39 0.106
H 1.080 1.728 -0.921 -1.51 0.41 -0.50 0.097
H -0.088 1.436 1.300 -0.21 -0.09 -0.41 0.163
H 2.278 0.743 0.623 -2.13 -1.49 0.92 0.118
```
Positions in Å, forces in eV/Å.

lowest unoccupied orbital energy (alpha / beta): -1.0 / -1.0 eV
HOMO level (alpha / beta): -8.37 / -8.37 eV
calculated total energy: -685.508950 hartree

---

Record 2
Computed, not measured: 2 unconnected molecules or ions with the total composition C6H7P, with ωB97M-V/def2-TZVPD.

```
14
Properties=species:S:1:pos:R:3:forces:R:3:lowdin_charge:R:1
P 0.125 0.954 -0.664 -0.46 -0.22 -1.76 0.855
C 2.880 -0.050 -0.249 0.57 -0.64 1.03 -0.099
C -2.057 0.340 0.590 -0.55 -0.14 0.86 -0.174
C -0.713 -0.586 -1.113 1.38 -1.26 -1.77 -0.295
C -1.051 1.224 0.621 0.58 0.75 1.20 -0.369
C -1.805 -0.780 -0.381 -0.70 1.65 0.83 -0.182
C 1.651 0.346 -0.128 -0.21 -0.87 1.84 -0.343
H -0.872 2.052 1.313 -0.59 -0.28 -0.23 0.068
H 3.499 0.031 -1.091 0.37 0.71 -1.88 0.029
H 3.539 -0.579 0.464 -1.09 0.24 0.46 0.065
H -0.331 -1.271 -1.954 -0.73 1.14 1.54 0.102
H -2.516 -1.560 -0.480 -0.41 -0.72 -0.21 0.081
H -2.940 0.461 1.311 1.29 -0.58 -1.38 0.124
H 0.590 -0.581 1.762 0.54 0.23 -0.53 0.139
```
Positions in Å, forces in eV/Å.

lowest unoccupied orbital energy (alpha / beta): -0.2 / -0.2 eV
HOMO level (alpha / beta): -7.56 / -8.96 eV
calculated total energy: -573.926800 hartree

---

Record 3
Computed, not measured: a single C6H8 molecule, with ωB97M-V/def2-TZVPD.

```
14
Properties=species:S:1:pos:R:3:forces:R:3:lowdin_charge:R:1
C -0.633 1.405 0.620 0.08 -2.50 2.74 -0.019
C -0.047 -0.326 -1.796 0.79 -3.06 -0.51 -0.030
C -0.208 -1.080 -0.468 0.31 2.70 -1.36 -0.148
C 0.977 -0.204 -0.758 3.67 -0.55 -0.38 -0.187
C 0.119 -1.277 0.920 -3.71 0.38 3.65 -0.067
C 0.166 0.141 0.394 0.04 -0.77 0.61 -0.338
H -0.774 -1.496 1.671 1.83 0.17 -1.47 0.140
H -0.108 2.023 1.362 -0.22 0.07 -0.33 0.079
H 1.013 -1.767 1.180 1.13 -0.62 0.33 0.075
H -0.613 0.502 -2.086 -1.30 1.10 -0.12 0.074
H -1.595 1.062 1.090 0.52 0.83 -0.71 0.101
H 2.119 -0.565 -0.694 -2.73 0.65 -0.55 0.174
H 0.117 -1.070 -2.573 0.19 0.53 -0.47 0.100
H -0.701 1.889 -0.299 -0.60 1.08 -1.43 0.047
```
Positions in Å, forces in eV/Å.

lowest unoccupied orbital energy: 1.1 eV
HOMO level: -8.53 eV
structure (SMILES): C[C@@]12C[C@]13C[C@H]32
calculated total energy: -233.210637 hartree